Entry 1:
Below is one molecule with the formula C22H28N2O5S at a distorted geometry, with properties calculated with ωB97M-V/def2-TZVPD.

Atoms and positions in Å:
H 3.720440 2.682958 1.606536
H -3.900352 -0.629798 0.697809
H 1.368609 2.798101 0.860352
H 6.033990 2.952419 1.313798
H 4.366576 -0.898183 -2.546716
O -0.788851 2.292696 -0.356849
H -1.142213 -0.193353 -3.027500
C -4.532356 0.054161 1.263138
H 5.273784 -1.082251 -1.033218
O 5.606244 1.133755 0.407090
C -0.782451 -3.109259 0.265461
H 2.179358 0.043020 -2.261855
H -5.388181 -0.506986 1.632100
H -0.001913 0.100789 0.875124
H -2.394957 1.960120 1.199683
N -3.212111 0.679823 -1.337978
C -2.845672 -0.537497 -1.777224
C 1.403686 -2.154960 0.498651
H -3.228091 2.866801 2.483658
H -2.899401 0.143452 2.732904
C 1.665261 1.427143 -0.734109
C -1.352042 -0.699822 -2.081764
S -0.030563 1.473346 -1.271500
C 3.866704 0.516367 -1.025857
N -0.455021 -0.129730 -1.108827
C 2.546369 0.607964 -1.419881
C 1.952838 -3.424065 0.541664
C 6.126670 1.875926 1.485542
C -3.752248 0.728828 2.394786
O -4.395730 2.406733 0.894101
H -1.140752 -1.768065 -2.193652
C -0.559189 -0.607252 0.257460
C -4.972503 1.226123 0.363937
H -5.194019 0.197190 -1.521317
H 5.667859 0.231119 -2.124977
H -2.523046 1.402488 -1.179436
C 4.298294 1.276311 0.081437
C -3.333486 2.056740 1.759876
H -1.850004 -2.988954 0.150573
H -0.873719 -5.244142 0.233085
C -0.232250 -4.379010 0.309566
C -4.598707 1.020526 -1.117898
H -4.409129 0.916860 3.244920
O -0.108444 1.791983 -2.665650
H 7.180986 1.610002 1.541121
H -6.059937 1.374407 0.396424
C 2.080267 2.169488 0.349170
C 1.135786 -4.538514 0.447448
O -3.626361 -1.454554 -1.950226
H -1.604541 -0.613290 0.589363
C 0.031356 -1.988005 0.362498
H 5.637622 1.612513 2.428321
H 1.565050 -5.528882 0.480612
H 3.020938 -3.544071 0.648824
H -4.829235 1.942951 -1.657419
C 4.846153 -0.364934 -1.731701
H 2.040246 -1.284556 0.568943
C 3.402378 2.097022 0.759555

Force components x, y, z for each atom (eV/Å):
H 0.1 0.0 0.1
H 0.0 -0.1 0.0
H 0.0 0.1 0.1
H 0.0 0.0 0.0
H 0.0 -0.1 -0.1
O 0.3 0.0 0.1
H -0.1 -0.2 0.0
C 0.0 0.1 0.0
H 0.1 -0.1 0.0
O -0.3 -0.2 -0.3
C 0.0 0.1 0.1
H 0.1 -0.2 -0.1
H 0.0 0.0 0.0
H -0.1 -0.2 0.2
H -0.1 0.0 0.1
N -0.1 0.4 0.2
C 0.4 0.0 0.0
C 0.0 0.0 0.0
H 0.1 -0.1 0.0
H 0.0 0.0 0.1
C -0.7 0.2 0.0
C -0.1 -0.1 -0.5
S 0.4 -0.4 0.1
C 0.0 0.1 0.0
N 0.2 1.0 -0.2
C 0.3 0.0 0.0
C 0.1 0.0 0.0
C 0.1 0.1 0.2
C -0.1 0.2 -0.1
O 0.0 0.2 -0.2
H -0.1 0.2 0.0
C 0.1 -0.2 0.3
C -0.3 -0.4 -0.5
H 0.0 0.2 0.0
H 0.1 0.0 -0.1
H -0.1 -0.1 0.0
C -0.3 0.0 -0.1
C 0.3 -0.1 0.3
H -0.2 0.0 0.0
H -0.1 -0.1 0.0
C 0.0 -0.1 0.0
C -0.4 0.1 0.4
H 0.0 0.0 0.0
O 0.1 -0.2 -0.2
H -0.1 0.1 0.0
H 0.1 -0.1 0.0
C -0.2 0.0 -0.1
C 0.0 -0.1 0.0
O -0.1 -0.3 -0.1
H 0.1 0.1 0.0
C -0.1 0.0 0.1
H 0.0 0.0 -0.1
H 0.0 -0.1 0.0
H 0.1 0.0 0.0
H 0.0 -0.1 0.0
C 0.0 0.0 0.0
H 0.1 0.1 0.0
C 0.3 0.0 0.1

Its SMILES is COc1ccc(S(=O)(=O)N(CC(=O)NC[C@H]2CCCO2)Cc2ccccc2)cc1C. Its spin multiplicity is 1.

***

Entry 2:
Below is one molecule with the formula C22H28N4O4 at a distorted geometry, with properties calculated with ωB97M-V/def2-TZVPD.

Atoms and positions in Å:
H 0.841535 6.062043 3.207009
H 1.232529 -1.068223 4.173201
C -0.811639 0.354291 1.796294
H -0.832601 -3.057805 -4.405094
H -0.721937 -2.369633 -2.159412
C -1.110483 3.308503 3.130779
C 0.410086 5.141489 2.843627
H -0.124449 -1.738335 3.235501
H -2.050386 3.653356 -0.266527
H 5.401591 -3.656919 -1.684184
C -1.752766 -2.568519 -4.091228
H 1.123236 0.939409 2.489347
C -0.694528 2.781268 1.915210
C -1.675915 -0.508951 -2.780278
H -1.868598 2.796023 3.705537
H -3.038466 0.893724 0.619734
O -0.482265 1.588514 -1.299500
C 4.505934 -3.675564 -2.296972
C 0.281481 0.342857 2.849413
C 3.346227 -3.205273 -1.501464
H 4.329241 -4.689010 -2.653181
H 1.565542 5.128706 1.041597
H -0.675624 -0.102029 -2.948328
H -2.455141 0.731860 -4.414588
C 0.817150 4.617260 1.627925
H -0.103796 0.832216 3.746733
C 3.242482 -2.729086 -0.228736
H 4.002787 -2.584664 0.506558
H -0.876438 4.898897 4.538162
H -1.137775 -1.002500 -5.460106
H 0.181733 -1.794865 0.880646
C -2.240353 1.594532 0.345023
C -1.631772 -2.035863 -2.653881
C -1.532157 1.098608 -0.933887
C -2.551689 -0.276343 -4.015368
C -2.052922 -1.348344 -4.978735
N -2.185786 0.132688 -1.591881
H -2.556305 -3.301510 -4.161097
H 0.564047 3.015155 0.209550
C -2.819091 2.981242 0.106325
H 4.649156 -3.034492 -3.165576
H -3.232527 3.391120 1.025273
H -3.610494 2.913509 -0.636446
H -3.598295 -0.451394 -3.756551
H -3.001321 -0.286730 -1.172509
H -2.779725 -1.574071 -5.757941
C 1.854345 -2.454912 -0.085150
C -0.553794 4.487991 3.593149
C 0.742371 -1.076123 3.199366
C 1.749309 -1.608213 2.190733
O -1.278322 -0.666713 1.306177
O 2.129785 -3.219012 -2.074868
O 2.931575 -1.701098 2.434519
C 0.268930 3.436372 1.159347
H -2.482456 -2.365282 -2.053797
N 1.208316 -2.753150 -1.189636
N -1.269091 1.570066 1.438687
N 1.180160 -1.962958 1.004809

Force components x, y, z for each atom (eV/Å):
H 0.0 0.1 0.0
H 0.0 0.0 -0.1
C 0.2 0.2 0.5
H 0.0 -0.1 0.0
H -0.2 0.0 0.0
C 0.0 0.0 -0.1
C 0.0 0.1 0.0
H 0.0 0.0 0.1
H 0.0 0.1 0.0
H 0.0 0.0 0.0
C 0.0 -0.1 0.0
H 0.0 0.1 0.1
C 0.2 0.3 0.2
C -0.1 0.0 -0.3
H -0.1 -0.1 0.0
H 0.1 0.1 -0.1
O 0.4 0.2 -0.1
C -0.3 0.0 -0.1
C 0.0 -0.4 0.0
C -0.1 0.3 0.7
H 0.1 -0.1 0.0
H 0.1 0.0 -0.1
H -0.1 -0.1 0.0
H -0.1 0.1 0.0
C 0.0 0.0 0.0
H 0.1 0.1 -0.1
C 0.0 -0.2 -0.5
H 0.2 0.0 0.1
H 0.0 0.0 0.1
H 0.0 0.0 -0.1
H 0.1 0.0 0.2
C -0.1 -0.1 -0.2
C 0.1 0.0 0.0
C -0.6 -0.1 0.4
C 0.3 0.0 -0.1
C -0.2 0.0 -0.1
N -0.2 -0.1 -0.1
H 0.0 -0.1 0.0
H 0.0 -0.1 -0.1
C 0.1 -0.1 0.0
H 0.1 0.0 0.0
H -0.1 0.0 0.0
H -0.1 0.0 -0.1
H -0.1 0.0 0.1
H 0.1 0.1 0.1
H 0.1 0.0 -0.1
C 0.6 -0.4 -0.8
C 0.0 0.0 0.1
C 0.1 0.1 0.0
C -0.4 0.0 0.4
O -0.1 -0.2 -0.1
O 0.8 -0.2 -0.3
O 0.3 0.0 0.0
C 0.0 -0.1 0.0
H -0.1 0.0 0.1
N -0.7 0.4 0.9
N -0.3 0.1 -0.3
N -0.5 0.0 -0.3

Its SMILES is Cc1cc(NC(=O)CCC(=O)N(c2ccccc2)[C@@H](C)C(=O)NC2CCCC2)no1. Its spin multiplicity is 1.

***

Entry 3:
Below is one molecule with the formula C22H28N4O5, with properties calculated with ωB97M-V/def2-TZVPD.

Atoms and positions in Å:
H -3.362423 0.283495 1.751735
O 2.249369 -1.108654 -3.676882
H -4.420049 1.064164 0.549056
C -1.649456 2.079973 1.480518
H -2.205893 0.724155 -2.306252
C 1.583613 -0.450577 -2.910272
H -1.022191 -5.804007 -1.209044
O 0.768925 0.014803 1.230008
C 3.504900 1.526681 3.183311
N 0.539583 2.540706 0.418983
H 1.613854 -3.170892 -3.342418
C 0.844725 -3.359998 -2.614018
N -2.403591 1.582850 0.491104
O -3.824790 -0.340468 -1.518214
H 0.517459 -0.743511 3.964195
N 0.661860 -0.976553 -2.048306
C -0.628203 -4.823132 -1.420766
C 1.832586 1.592583 -1.400188
C 1.577229 2.200872 1.329850
H 0.791116 1.488969 -3.273866
H 4.257228 1.257243 3.909045
H 0.774908 -5.473788 -2.912488
C -0.175811 -1.091195 3.202157
H -2.300701 -0.983384 -0.263061
H -3.392800 0.038193 -3.436859
H 2.235144 0.826882 -0.737103
N -0.662074 -2.483590 -0.975798
H -0.341617 3.743307 1.860341
H 2.722906 -0.453728 3.097368
C 3.420334 2.829495 2.728028
H -2.218201 1.882644 -0.457858
C -3.331230 -0.614828 -0.220593
C -2.846577 -0.138956 -2.511760
O -0.500270 2.188313 -1.544132
O -1.732613 1.745846 2.646074
C 1.653368 0.876355 1.792842
H -1.117186 3.779960 0.245011
H -0.582989 -2.050293 3.508798
H 4.100747 3.581526 3.094937
H 2.359914 4.177457 1.434831
C -1.106163 -3.710376 -0.753864
C 0.290096 -2.303550 -1.889194
C 2.449910 3.164920 1.798934
C 0.507454 2.103719 -0.854100
C 2.633160 0.553918 2.724355
H -2.219627 -1.030074 -2.629911
H 2.548509 1.351225 -3.439710
C 0.370246 -4.633691 -2.367633
H -3.971093 -1.405418 0.187192
C 0.509524 -1.236546 1.849345
H -1.883031 -3.789696 -0.004234
H 2.529152 2.434429 -1.380661
H 0.142750 -0.340643 -1.455143
H -0.151467 -1.736836 1.136433
H -0.981795 -0.364893 3.127561
C -3.439791 0.600702 0.709245
C -0.649419 3.144721 1.001676
C 1.694670 1.059555 -2.828741
H 1.435812 -1.820385 1.930139

Force components x, y, z for each atom (eV/Å):
H -0.1 0.0 -0.1
O 0.1 -0.2 -0.2
H 0.0 -0.1 0.1
C 0.2 0.5 -0.3
H 0.0 0.0 0.0
C 0.1 0.5 0.0
H -0.1 -0.1 0.0
O 0.2 0.5 -0.1
C 0.0 0.1 0.0
N -0.1 0.3 0.4
H 0.0 0.0 0.0
C 0.1 0.0 -0.1
N -0.3 -0.2 -0.5
O -0.2 0.1 0.1
H 0.0 0.0 0.1
N -0.2 0.2 0.2
C 0.0 -0.1 0.0
C -0.1 -0.1 -0.3
C 0.2 -0.3 0.1
H 0.1 0.0 0.0
H 0.1 0.0 0.1
H 0.0 0.0 0.0
C 0.2 0.2 -0.3
H -0.1 0.0 0.0
H 0.1 0.0 0.0
H 0.0 0.1 0.0
N 0.2 0.3 -0.2
H -0.1 -0.1 -0.1
H 0.0 -0.1 0.0
C 0.1 0.1 0.1
H 0.1 0.1 0.2
C -0.1 0.2 0.4
C 0.0 -0.1 -0.1
O -0.1 0.0 -0.2
O 0.0 0.0 0.4
C 0.0 0.3 -0.1
H 0.1 0.0 0.1
H 0.0 -0.1 0.1
H 0.1 0.1 0.0
H 0.0 0.1 -0.1
C 0.0 -0.2 -0.1
C -0.1 -0.5 0.0
C 0.0 -0.2 0.0
C 0.4 0.0 -0.1
C -0.1 -0.3 -0.1
H 0.0 0.1 0.0
H -0.1 -0.1 0.0
C -0.2 0.1 0.2
H 0.1 0.0 0.0
C -0.3 -0.5 0.3
H -0.1 -0.1 0.1
H 0.0 -0.1 0.1
H 0.0 -0.1 -0.1
H 0.2 0.1 0.2
H -0.1 0.0 0.0
C -0.1 -0.4 -0.1
C -0.3 0.0 0.0
C 0.1 0.1 0.0
H -0.1 0.0 -0.1

Its SMILES is CCOc1ccccc1N(CC(=O)NCCOC)C(=O)CCC(=O)Nc1ccccn1. Its spin multiplicity is 1.

***

Entry 4:
Below is one molecule with the formula C22H28N4O7S at a distorted geometry, with properties calculated with ωB97M-V/def2-TZVPD.

Atoms and positions in Å:
O 0.585707 -4.791841 -2.223985
H 2.725597 -1.212086 -3.789592
C -2.401911 4.699330 1.342235
C 2.865902 -1.739663 -2.841383
H 2.924137 -2.760385 4.050153
C -1.580678 1.130903 0.635152
H 4.487611 -2.730118 2.478040
H 2.504080 -0.362817 4.427266
C -3.078519 -0.330185 -0.714306
H -3.066537 4.708222 -2.371946
N -0.248117 -4.231294 -1.551022
H 5.843379 -1.910250 1.697975
H -0.685598 -0.821116 0.744175
C -3.127572 3.486078 -0.575761
C 0.732943 0.692212 1.130425
H 1.953670 2.376227 1.593653
H 4.301253 -2.082300 0.847853
O 1.502242 -1.761908 0.672853
H 3.056649 -1.025823 -2.034701
H -1.069728 0.956537 -2.084395
H -3.082936 2.541021 -1.112086
O -0.964480 -4.788344 -0.742940
H -3.441239 4.956910 1.576613
C 4.762474 -1.913600 1.817476
H -3.647652 1.095450 0.604791
O -2.543915 5.836313 -0.794927
C -1.370150 2.514796 0.849017
H -0.769440 5.610202 0.221555
C 4.304478 -0.563896 2.363798
H -1.952666 6.776015 0.880044
S 2.074445 -0.469304 0.940585
C 0.589630 -1.997660 -2.234412
N -2.826016 0.652208 0.210746
H 4.688216 0.226149 1.712603
N 2.866342 -0.378819 2.397461
C -2.504433 4.587504 -1.444868
O 1.752969 -2.558954 -2.541350
O -4.213939 -0.673875 -0.950761
C 2.085256 -0.827845 3.528369
H 3.705169 -2.426292 -2.934363
H -2.381315 -2.925950 -0.857889
N -2.430288 3.398459 0.699506
C -1.836150 5.791888 0.423494
H 0.090565 3.965687 1.466867
C 0.958555 2.035016 1.359903
C -0.096656 2.922754 1.268728
H -4.173961 3.740648 -0.376479
H 1.047652 0.021634 -2.810189
H 1.220678 -2.563845 4.454804
H 1.084315 -0.414784 3.367373
C 0.305617 -0.632571 -2.383771
C -0.435932 -2.815244 -1.716463
C -0.890983 -0.101804 -1.959788
H -1.461727 4.319358 -1.681858
H -1.840984 4.641261 2.274246
C -1.637924 -2.269685 -1.286286
C 1.981339 -2.340253 3.710791
O 2.955450 0.059572 -0.067111
H 4.683226 -0.401536 3.376356
C -0.536840 0.240913 0.835928
H 1.699637 -2.802118 2.768542
C -1.863296 -0.906716 -1.363173

Force components x, y, z for each atom (eV/Å):
O 0.1 -0.2 -0.2
H 0.0 0.0 0.0
C 0.1 0.3 -0.1
C 0.3 0.3 0.0
H 0.1 -0.1 0.0
C 0.5 0.1 0.2
H 0.0 -0.1 0.0
H -0.1 0.1 -0.1
C 0.1 0.0 -0.1
H 0.1 -0.1 0.0
N 0.0 -0.5 0.1
H 0.1 0.0 0.0
H -0.1 -0.1 0.0
C 0.1 0.4 -0.5
C 0.2 -0.4 -0.1
H 0.1 0.1 0.0
H 0.1 -0.1 -0.1
O -0.1 0.0 0.3
H 0.0 -0.1 -0.1
H 0.0 0.1 0.1
H -0.1 0.0 0.0
O -0.2 -0.2 0.3
H 0.1 0.0 0.1
C 0.0 0.2 0.2
H 0.0 -0.1 -0.1
O -0.1 0.1 0.0
C 0.2 -0.5 0.0
H -0.1 0.0 0.0
C 0.5 0.0 -0.4
H 0.1 -0.1 0.0
S -0.1 0.7 0.2
C -0.4 -0.1 0.1
N -0.3 0.3 0.4
H 0.2 -0.1 0.2
N -0.6 0.1 -1.0
C -0.2 -0.4 0.0
O -0.1 -0.1 0.0
O -0.2 -0.2 -0.1
C -0.4 -0.3 0.3
H 0.0 0.1 0.0
H 0.0 0.0 0.0
N -0.3 0.0 0.2
C 0.0 -0.1 0.3
H 0.0 0.1 0.0
C 0.1 0.0 0.1
C 0.0 0.0 0.0
H 0.0 -0.1 -0.1
H 0.1 0.0 0.0
H -0.1 -0.1 0.1
H 0.0 0.0 0.3
C 0.2 -0.1 -0.1
C 0.0 1.1 -0.2
C -0.2 -0.3 -0.1
H -0.1 0.0 0.0
H 0.0 0.0 0.0
C 0.0 0.0 0.0
C 0.0 0.2 0.0
O 0.3 0.2 0.2
H -0.1 0.1 -0.1
C 0.1 0.0 0.3
H 0.0 -0.1 0.0
C 0.1 -0.2 -0.4

Its SMILES is CCN(CC)S(=O)(=O)c1ccc(N2CCOCC2)c(NC(=O)c2ccc(OC)c([N+](=O)[O-])c2)c1. Its spin multiplicity is 1.

***

In the order shown, the computed relative energy (zero: lowest compared OMol25 entry of this formula, charge and spin) values come out to 254.5, 91.2, 16.5, 3.5 kJ/mol.
In the order shown, the computed HOMO values come out to -9.0450, -8.9464, -8.8584, -8.3994 eV.
In the order shown, the computed HOMO-LUMO gap values come out to 9.529, 9.575, 9.510, 8.314 eV.